# 1
The following is a DFT calculation (ωB97M-V/def2-TZVPD) of a structure of composition C27H44N6OPdS2.

```
81
Properties=species:S:1:pos:R:3
Pd 0.89 0.31 -1.04
C -4.77 -2.14 2.03
C -4.73 -0.70 1.50
C -5.79 -0.52 0.40
C -5.05 0.26 2.65
C -3.36 -0.44 0.91
C -2.91 -1.20 -0.18
C -1.67 -0.97 -0.71
N -0.84 -0.03 -0.21
C -1.24 0.72 0.83
C -2.49 0.53 1.40
C -0.27 1.74 1.27
C -0.53 2.63 2.31
C 0.40 3.60 2.67
C 1.58 3.62 1.93
C 1.78 2.70 0.92
N 0.88 1.77 0.59
C 0.18 4.59 3.79
C -1.19 4.41 4.46
C 1.28 4.39 4.85
C 0.26 6.01 3.22
H -5.75 -2.35 2.45
H -4.02 -2.30 2.81
H -4.59 -2.87 1.24
H -6.78 -0.69 0.82
H -5.65 -1.24 -0.41
H -5.76 0.48 -0.02
H -6.05 0.04 3.03
H -5.05 1.30 2.33
H -4.35 0.14 3.49
H -3.53 -1.96 -0.63
H -1.29 -1.53 -1.56
H -2.78 1.14 2.23
H -1.46 2.57 2.84
H 2.36 4.34 2.13
H 2.70 2.70 0.36
H -1.29 3.42 4.91
H -2.01 4.56 3.76
H -1.30 5.14 5.25
H 1.24 3.39 5.27
H 1.13 5.10 5.66
H 2.27 4.56 4.44
H -0.50 6.18 2.45
H 1.24 6.22 2.78
H 0.10 6.74 4.01
C 5.11 1.14 -3.86
C 3.67 1.12 -4.22
N 3.16 1.29 -5.40
N 1.81 1.19 -5.23
C 1.45 0.95 -3.97
S -0.08 0.75 -3.31
N 2.64 0.92 -3.31
N 2.74 0.63 -1.94
H 5.68 1.27 -4.78
H 5.41 0.21 -3.38
H 5.34 1.97 -3.19
H 1.20 1.29 -6.02
H 3.13 -0.31 -1.80
H 3.35 1.32 -1.50
C -0.73 -5.95 -1.06
C 0.67 -5.42 -0.78
C 0.69 -3.90 -0.87
S 2.29 -3.19 -0.45
O 2.15 -1.70 -0.71
C 3.31 -3.86 -1.78
C 2.78 -3.81 -3.21
C 2.59 -2.40 -3.77
H -0.75 -7.04 -0.98
H -1.05 -5.69 -2.07
H -1.45 -5.55 -0.35
H 1.38 -5.85 -1.49
H 0.99 -5.72 0.22
H 0.01 -3.46 -0.13
H 0.41 -3.53 -1.86
H 3.52 -4.89 -1.47
H 4.25 -3.31 -1.68
H 1.85 -4.37 -3.29
H 3.50 -4.34 -3.83
H 1.80 -1.86 -3.24
H 2.33 -2.44 -4.83
H 3.52 -1.82 -3.69
```

Properties
* 2S+1: 1
* total charge: +2
* Kohn-Sham gap: 7.75 eV
* max |F|: 1.1 eV/Å


# 2
The following is a DFT calculation (ωB97M-V/def2-TZVPD) of the molecule C27H44O.

```
72
Properties=species:S:1:pos:R:3
C 5.00 -0.11 -1.04
C 5.25 0.83 -0.13
C 4.94 0.71 1.29
C 3.85 0.11 1.81
C 2.74 -0.41 1.06
C 1.78 -1.23 1.51
C 0.60 -1.67 0.70
C 0.42 -1.23 -0.75
H 0.74 -0.20 -0.89
H 1.01 -1.85 -1.43
C -1.09 -1.36 -1.01
H -1.30 -2.13 -1.75
H -1.48 -0.42 -1.40
C -1.74 -1.72 0.34
H -1.73 -2.81 0.42
C -3.21 -1.30 0.59
C -4.14 -2.50 0.42
H -5.18 -2.21 0.59
H -3.89 -3.28 1.13
H -4.06 -2.91 -0.59
H -3.26 -1.01 1.65
C -3.73 -0.08 -0.20
C -4.21 -0.37 -1.62
H -5.14 -0.94 -1.57
H -3.48 -0.98 -2.16
C -4.45 0.93 -2.39
H -5.21 1.52 -1.88
H -3.52 1.51 -2.39
C -4.88 0.71 -3.85
C -4.84 2.04 -4.60
H -5.54 2.75 -4.15
H -3.85 2.48 -4.57
H -5.13 1.90 -5.64
C -6.27 0.10 -3.94
H -7.00 0.73 -3.44
H -6.30 -0.89 -3.49
H -6.57 0.00 -4.98
H -4.16 0.03 -4.32
H -2.95 0.68 -0.23
H -4.56 0.34 0.36
C -0.71 -1.21 1.37
C -0.76 0.31 1.52
H 0.14 0.67 2.01
H -1.62 0.61 2.11
H -0.82 0.79 0.55
C -0.81 -1.88 2.74
H -0.86 -2.97 2.61
H -1.71 -1.57 3.27
C 0.41 -1.55 3.60
C 1.73 -1.85 2.88
H 1.83 -2.94 2.76
H 2.57 -1.52 3.50
H 0.38 -2.12 4.53
H 0.39 -0.49 3.87
H 0.59 -2.77 0.71
H 2.69 -0.08 0.03
H 3.77 0.08 2.89
C 5.94 1.39 2.17
H 5.76 1.19 3.22
C 5.93 2.92 1.92
C 5.53 3.22 0.47
C 5.96 2.11 -0.48
H 7.05 1.95 -0.41
H 5.74 2.38 -1.52
H 5.98 4.18 0.18
H 4.45 3.33 0.41
O 7.16 3.51 2.27
H 7.84 3.16 1.68
H 5.21 3.39 2.60
H 6.94 1.02 1.93
H 4.57 -1.06 -0.78
H 5.27 0.03 -2.07
```

Properties
* 2S+1: 1
* structure (SMILES): C=C1CC[C@H](O)C/C1=C/C=C1\CCC[C@]2(C)[C@@H]([C@H](C)CCCC(C)C)CC[C@@H]12
* Kohn-Sham gap: 8.44 eV
* max |F|: 0.7 eV/Å


The evaluated E_tot for the records listed, in turn: -2382.79505, -1130.42737 a.u..